[1]
# C18H29ClIN7O7P2S

A cluster of 6 separate species, C18H29ClIN7O7P2S in total in a non-equilibrium geometry (ωB97M-V/def2-TZVPD, the Open Molecules 2025 dataset).

Properties
E: -93932.2233 eV
gap between HOMO and LUMO: 8.46 eV
lowest unoccupied orbital energy: -0.08 eV
highest occupied orbital energy: -8.5 eV

Geometry as XYZ:
```
66
Properties=species:S:1:pos:R:3:forces:R:3:mulliken_charge:R:1
C -3.37777 -0.36642 2.22054 0.0 -0.1 -0.1 -0.90
C -3.32622 0.69057 1.15301 -0.2 0.2 0.5 1.05
C -4.53247 0.79011 0.25933 -0.2 0.1 0.3 -1.50
N -2.43224 1.58094 1.00621 0.4 -0.3 -1.1 -0.34
C -1.04867 1.52988 1.30816 -0.6 0.6 0.5 0.48
P -0.65407 2.84407 2.67140 0.5 0.0 -0.2 0.02
O -0.83444 4.22463 1.83333 -0.2 -0.1 0.0 -0.48
Cl -2.41331 2.76962 3.73324 -0.1 -0.1 0.1 -0.25
O -0.56524 0.34483 1.98315 0.1 -0.1 0.1 -0.61
S -0.24183 -1.05581 1.22580 0.0 0.0 -0.3 0.50
O -1.10409 -1.14901 0.06707 0.1 0.1 0.1 -0.41
O 1.23159 -0.68316 0.66430 0.0 0.0 0.3 -0.28
C 1.78517 0.62094 0.88075 0.4 0.0 -0.4 -1.26
C 1.21552 1.64168 -0.09189 0.3 0.5 0.5 1.58
C 2.00553 2.95110 0.09111 -0.1 0.0 0.0 -1.08
O 3.30800 2.80867 -0.49408 0.0 -0.1 0.1 -0.19
N 4.29726 2.77105 0.48821 -0.2 -0.1 0.0 0.08
O 5.31510 2.42481 0.03713 0.2 0.1 0.0 -0.32
C -0.30582 1.92261 -0.00310 0.5 -0.5 -0.1 -1.24
P -1.40114 1.52234 -1.52744 -0.3 0.0 0.1 0.50
O -1.29431 2.98296 -2.26112 0.1 -0.3 0.4 -0.61
I 0.03968 0.12752 -2.98988 0.2 0.0 -0.2 -0.24
H -2.41272 -0.66068 2.61406 -0.2 0.0 0.0 -0.11
H -3.93755 -1.24348 1.90341 0.1 0.0 -0.1 0.43
H -3.94110 0.10184 3.03581 0.0 0.0 0.0 0.38
H -4.94836 1.79827 0.26685 0.1 0.0 0.0 0.32
H -5.31401 0.08790 0.54535 0.0 0.0 0.0 0.44
H -4.20767 0.57102 -0.75991 0.0 0.0 0.0 0.31
H -1.65469 4.27252 1.31717 0.0 0.0 0.0 0.37
H 1.72264 0.92524 1.92745 -0.2 -0.1 0.0 0.39
H 2.84471 0.50040 0.65075 0.0 -0.1 0.0 0.46
H 1.49640 1.28730 -1.08290 -0.3 0.0 -0.1 -0.01
H 1.52378 3.77719 -0.43059 0.0 0.0 0.0 0.47
H 2.12696 3.20505 1.14886 0.0 0.1 0.0 0.55
H -0.38348 3.01084 -0.00386 -0.2 0.0 -0.1 0.92
H -0.48029 3.46029 -2.03056 -0.1 0.3 -0.4 0.47
C 7.36245 -0.23467 -1.31553 0.0 0.0 0.0 -0.57
C 8.12063 -1.20242 -0.53004 0.0 0.0 0.0 0.28
N 8.71585 -1.96170 0.09072 0.0 0.0 0.0 -0.35
H 6.39162 -0.65048 -1.57935 0.0 0.0 0.0 0.24
H 7.21174 0.67561 -0.73848 0.0 0.0 0.0 0.13
H 7.90278 0.00786 -2.22859 0.0 0.0 0.0 0.28
C -1.08604 -2.78088 5.08412 0.0 0.0 0.0 -0.92
C -1.63542 -3.12490 3.77796 0.0 -0.1 0.0 0.45
N -2.05782 -3.39287 2.74522 0.0 -0.1 0.0 -0.29
H -0.54624 -3.63260 5.49345 0.0 0.0 0.0 0.35
H -0.40277 -1.93860 4.98553 0.0 0.0 0.0 0.25
H -1.89105 -2.50803 5.76400 0.0 0.0 0.0 0.30
C -0.29979 -4.00683 -2.94085 0.0 0.0 0.0 -0.52
C 0.46370 -3.55809 -4.09981 0.0 0.1 0.0 0.19
N 1.06497 -3.17879 -5.00057 0.0 0.0 0.0 -0.38
H -0.74130 -4.98181 -3.13964 0.0 0.0 0.0 0.32
H 0.35541 -4.07893 -2.07452 0.0 0.0 0.0 0.22
H -1.08838 -3.28795 -2.72291 0.0 0.0 0.0 0.20
C -3.15190 -6.34046 0.89216 0.0 0.0 0.0 -0.46
C -3.66336 -7.69121 1.09709 0.0 0.0 0.0 0.22
N -4.06651 -8.75319 1.25850 0.0 0.0 0.0 -0.35
H -2.44144 -6.33368 0.06764 0.0 0.0 0.0 0.19
H -3.97146 -5.66333 0.65965 0.0 0.0 0.0 0.26
H -2.65295 -5.98409 1.79097 0.0 0.0 0.0 0.14
C 0.68918 5.43844 -5.27025 0.0 0.0 0.0 -0.86
C 0.62547 5.24067 -3.82919 0.0 0.0 0.0 0.43
N 0.57805 5.07610 -2.69563 0.1 0.0 0.1 -0.50
H 0.93634 6.47520 -5.49032 0.0 0.0 0.0 0.31
H 1.45201 4.78853 -5.69469 0.0 0.0 0.0 0.27
H -0.27461 5.19546 -5.71379 0.0 0.0 0.0 0.27
```
Forces are in eV/Å.


[2]
# C5H9N2O

The ion C5H9N2O with charge +1 in a non-equilibrium geometry (ωB97M-V/def2-TZVPD, the Open Molecules 2025 dataset).

Properties
charge: +1
E: -10346.2243 eV
gap between HOMO and LUMO (alpha / beta): 8.29 / 8.30 eV
lowest unoccupied orbital energy (alpha / beta): -5.38 / -5.37 eV
highest occupied orbital energy (alpha / beta): -13.7 / -13.7 eV

Geometry as XYZ:
```
17
Properties=species:S:1:pos:R:3:forces:R:3:mulliken_charge:R:1
C -2.11634 -0.89214 0.42213 -0.9 0.1 0.9 -0.08
C -0.04075 -0.80924 -0.46106 -2.6 4.6 0.5 0.55
C 1.89408 -1.00041 0.87242 1.8 -2.6 3.2 -1.04
C -0.95564 2.27557 -0.63433 0.2 -1.1 -3.0 -0.70
C 1.45519 -0.83638 -0.54675 -2.0 1.9 0.6 -0.16
N -2.09983 0.40749 0.30979 -1.7 -1.3 0.4 -0.61
N -1.08214 0.91705 -0.19638 3.2 -4.2 0.9 0.38
O -0.96429 -1.50647 0.01625 2.6 0.4 -1.1 -0.21
H -2.73114 -1.65471 0.91848 -0.3 1.2 -0.4 0.40
H 2.20263 -0.06773 1.42866 -0.7 -0.8 -1.0 0.32
H 2.81479 -1.69557 1.00033 -1.5 1.1 -0.5 0.32
H 1.08296 -1.53427 1.47083 1.2 0.8 -0.5 0.30
H -1.84193 2.36574 -1.27614 0.6 0.5 -0.6 0.32
H -1.05130 3.09448 0.02470 0.3 0.3 1.7 0.31
H 0.02501 2.25435 -1.18218 -1.2 0.7 0.3 0.26
H 1.59456 -1.47451 -1.36631 1.3 -1.6 -0.7 0.39
H 1.81414 0.15674 -0.80043 -0.4 0.1 -0.8 0.25
```
Forces are in eV/Å.


E of number 2 (C5H9N2O)? -10346.2243 eV


The highest E belongs to which entry? C5H9N2O


Look up the E of the first one. -93932.2233 eV